Entry 1:
{
  "formula": "C3H5N3O",
  "method": "wB97M-V/def2-TZVPD",
  "fmax_ev_per_a": 4.138,
  "lumo_ev": 0.13,
  "total_charge": 0,
  "homo_energy_ev": -9.74,
  "relative_energy_ev": 3.549,
  "elements": ["H", "N", "C", "O", "H", "H", "C", "N", "C", "N", "H", "H"],
  "positions_angstrom": [[-0.40073, 2.45354, 0.19046], [-0.03782, 1.51137, 0.06808], [0.61160, 1.07184, 1.09071], [1.37217, -0.00081, 1.03852], [0.71483, 1.56766, 2.03902], [1.01583, -0.66892, 0.44410], [-0.23192, -0.32710, -1.50337], [-0.29437, -1.21216, -0.65011], [-0.92010, -1.99834, 0.14022], [-1.43492, -2.48894, 1.01627], [-1.15030, 0.14367, -1.87272], [0.75574, -0.05181, -2.00117]],
  "forces_ev_per_angstrom": [[-0.24, -0.30, 0.41], [0.87, -0.09, 0.95], [-0.44, 1.31, -1.80], [0.42, -0.41, 1.23], [-0.07, 0.41, 0.39], [-0.01, -0.29, -0.75], [-0.32, 1.58, -1.98], [2.58, -2.09, -0.07], [-0.05, 2.42, -1.88], [-1.71, -2.40, 2.90], [0.30, 0.07, -0.29], [-1.32, -0.19, 0.89]],
  "nbo_charge": [0.366, -0.749, 0.445, -0.676, 0.152, 0.503, 0.139, -0.591, 0.401, -0.355, 0.174, 0.193]
}



Entry 2:
{
  "formula": "C8H10Se",
  "method": "wB97M-V/def2-TZVPD",
  "fmax_ev_per_a": 5.272,
  "lumo_ev": [-0.76, -0.76],
  "total_charge": 0,
  "homo_energy_ev": [-7.63, -7.63],
  "relative_energy_ev": 2.396,
  "elements": ["C", "C", "C", "C", "C", "C", "C", "C", "Se", "H", "H", "H", "H", "H", "H", "H", "H", "H", "H"],
  "positions_angstrom": [[1.19861, -2.40128, -0.25680], [1.13665, -1.13078, 0.60916], [0.23957, -0.10748, 0.41863], [0.28923, 1.10015, 1.22841], [-0.22931, 2.26028, 0.76705], [-0.89491, 2.26901, -0.55836], [-0.97549, 1.12404, -1.28454], [-0.82395, -0.11628, -0.59714], [-3.09690, -0.32461, 0.09884], [0.69110, -2.25898, -1.09632], [0.85243, -3.14320, 0.44932], [2.17464, -2.70518, -0.55190], [1.77127, -0.92528, 1.35238], [0.83146, 1.23667, 2.22885], [-0.10822, 3.03447, 1.45731], [-1.18247, 3.10192, -1.10726], [-1.39904, 1.25704, -2.24995], [-1.02762, -0.97151, -1.10079], [-3.30788, 0.38359, 1.28904]],
  "forces_ev_per_angstrom": [[1.77, 1.14, 4.83], [-3.26, 0.48, -4.00], [0.34, -1.63, 0.84], [0.68, 1.19, 1.11], [-0.91, -1.93, -1.19], [2.14, -1.46, 0.56], [-0.49, 1.95, 1.22], [-0.75, 1.51, 1.59], [1.10, -1.37, -1.57], [-2.70, 0.13, -3.32], [-0.54, -0.78, -0.45], [1.11, 0.06, 0.07], [2.75, 0.13, 2.79], [-0.62, -1.00, -1.61], [-0.26, 1.75, 0.28], [-0.32, 1.94, -0.24], [-0.37, -0.60, -0.71], [0.13, -2.52, -1.63], [0.20, 0.99, 1.43]],
  "nbo_charge": [-0.639, -0.047, -0.130, -0.185, -0.234, -0.188, -0.229, -0.156, -0.200, 0.209, 0.231, 0.223, 0.190, 0.221, 0.216, 0.210, 0.222, 0.212, 0.073]
}



Entry 3:
{
  "formula": "C9H14",
  "method": "wB97M-V/def2-TZVPD",
  "fmax_ev_per_a": 9.091,
  "lumo_ev": 1.01,
  "total_charge": 0,
  "homo_energy_ev": -8.63,
  "relative_energy_ev": 2.339,
  "elements": ["C", "C", "C", "C", "C", "C", "C", "H", "H", "H", "H", "H", "H", "H", "H", "C", "C", "H", "H", "H", "H", "H", "H"],
  "positions_angstrom": [[-2.37972, -0.28636, -1.11752], [-1.12539, 0.55095, -1.07452], [0.12782, 0.10092, -1.52516], [1.25358, 0.91858, -1.27860], [1.18435, 2.31183, -0.78675], [-0.12362, 2.68359, -0.33145], [-1.30645, 1.97813, -0.53973], [-2.31480, -0.97471, -0.33371], [-2.55859, -0.72169, -2.08032], [-3.28372, 0.36754, -1.03134], [0.21115, -0.90698, -1.85599], [2.09879, 0.35837, -1.62159], [2.08602, 2.73085, -0.88688], [0.07156, 3.65964, 0.05360], [-2.28584, 2.16710, -0.24936], [0.48633, -2.35247, 1.69757], [1.64632, -1.33316, 1.94950], [0.43506, -3.11266, 2.48310], [-0.52365, -1.90800, 1.78493], [0.49174, -2.81109, 0.63123], [1.32177, -0.33880, 1.75586], [1.94578, -1.35640, 2.92636], [2.54152, -1.72519, 1.43078]],
  "forces_ev_per_angstrom": [[-0.51, 2.37, -1.04], [-0.47, 3.44, 0.20], [-1.21, 2.19, 2.37], [-1.36, 1.27, -0.45], [-4.67, -7.71, -1.20], [2.18, 0.98, -1.15], [3.89, -4.72, -1.33], [-0.36, -1.37, 1.04], [0.36, -0.82, -0.47], [0.71, -0.48, 0.51], [0.27, -0.59, -0.39], [1.29, 0.73, 0.08], [2.80, 2.68, 0.56], [-1.58, 0.96, 0.64], [-1.30, 1.02, 0.67], [-0.66, 0.04, -1.02], [-0.84, -2.15, -2.12], [0.45, -0.31, -0.45], [0.53, 0.28, -0.13], [0.25, 0.57, 1.91], [0.24, 0.80, -0.80], [0.45, -0.09, 2.85], [-0.43, 0.89, -0.29]],
  "nbo_charge": [-0.647, 0.050, -0.265, -0.170, -0.236, -0.207, -0.236, 0.223, 0.221, 0.210, 0.209, 0.203, 0.215, 0.215, 0.214, -0.615, -0.613, 0.206, 0.200, 0.201, 0.217, 0.200, 0.204]
}



Entry 4:
{
  "formula": "C26H24N4O4",
  "method": "wB97M-V/def2-TZVPD",
  "fmax_ev_per_a": 1.178,
  "lumo_ev": 0.07,
  "total_charge": 0,
  "homo_energy_ev": -7.95,
  "relative_energy_ev": 0.841,
  "elements": ["C", "O", "C", "C", "C", "C", "C", "C", "C", "O", "N", "C", "C", "C", "C", "C", "C", "O", "C", "O", "N", "C", "C", "C", "N", "C", "C", "C", "C", "C", "C", "N", "C", "C", "H", "H", "H", "H", "H", "H", "H", "H", "H", "H", "H", "H", "H", "H", "H", "H", "H", "H", "H", "H", "H", "H", "H", "H"],
  "positions_angstrom": [[8.74684, 0.01894, 1.11943], [7.45787, 0.26325, 1.62908], [6.38216, -0.03671, 0.85739], [6.44079, -0.56655, -0.42875], [5.27291, -0.82884, -1.11774], [4.01863, -0.58836, -0.55495], [2.82993, -0.89802, -1.31691], [1.56828, -0.90755, -0.86554], [0.45875, -1.25483, -1.76039], [0.59224, -1.70331, -2.88449], [-0.80225, -1.06588, -1.24604], [-1.15491, -0.50598, -0.01943], [-2.08879, -1.03849, 0.79740], [-2.82105, -2.25102, 0.61210], [-2.72814, -3.30125, -0.27861], [-3.76090, -4.19971, 0.05695], [-4.40851, -3.64565, 1.12151], [-3.84917, -2.48195, 1.46578], [-0.64030, 0.84642, 0.33362], [-0.70039, 1.29074, 1.46665], [-0.13412, 1.56330, -0.70907], [-0.10065, 3.00214, -0.61097], [-1.41616, 3.60909, -1.15281], [-2.56079, 2.77284, -0.69850], [-3.08169, 1.81609, -1.41255], [-4.01839, 1.21444, -0.60946], [-4.85719, 0.13374, -0.85467], [-5.68772, -0.27425, 0.16742], [-5.69282, 0.36460, 1.40866], [-4.87043, 1.44168, 1.67235], [-4.03440, 1.85783, 0.65029], [-3.10278, 2.85988, 0.55204], [3.97477, -0.04748, 0.73640], [5.13126, 0.22427, 1.42648], [8.94125, 0.60896, 0.21809], [8.89716, -1.04277, 0.89944], [9.43663, 0.32442, 1.90452], [7.38788, -0.77583, -0.90094], [5.33250, -1.24133, -2.11465], [2.98248, -1.15842, -2.35792], [1.32047, -0.69477, 0.16197], [-1.55701, -1.45959, -1.79564], [-2.34628, -0.47692, 1.68394], [-1.99688, -3.44227, -1.04744], [-3.98831, -5.12849, -0.42476], [-5.24717, -3.97973, 1.70009], [-0.29043, 1.19368, -1.63636], [0.75524, 3.38777, -1.16851], [0.02071, 3.23845, 0.44889], [-1.51896, 4.63872, -0.80874], [-1.40576, 3.59353, -2.24298], [-4.84960, -0.36095, -1.81296], [-6.35064, -1.11259, 0.01003], [-6.35515, 0.00377, 2.18124], [-4.87155, 1.93187, 2.63426], [-2.78575, 3.45281, 1.30024], [3.02392, 0.17278, 1.19562], [5.10238, 0.64349, 2.41988]],
  "forces_ev_per_angstrom": [[0.23, -0.05, -0.10], [-0.35, 0.04, 0.08], [-0.18, -0.04, -0.10], [0.42, 0.09, 0.24], [-0.44, 0.04, 0.11], [0.54, 0.10, 0.19], [-0.78, -0.15, -0.10], [0.65, -0.05, -0.04], [-0.06, -0.23, -0.24], [0.06, -0.01, -0.10], [-0.49, -0.13, -0.20], [-0.41, -0.38, 0.79], [0.50, 0.44, -0.05], [0.40, -0.68, -0.88], [0.06, 0.60, 0.41], [-0.42, 0.09, 0.45], [0.01, -0.68, -0.52], [0.08, 0.35, 0.29], [0.04, 0.10, -0.09], [-0.02, 0.00, 0.22], [0.18, 0.04, -0.18], [0.08, 0.15, 0.14], [0.14, -0.12, 0.15], [-0.10, 0.25, -0.17], [0.22, 0.10, -0.53], [-0.13, 0.30, 0.71], [0.01, 0.09, 0.03], [-0.11, -0.12, -0.13], [-0.03, 0.05, 0.13], [0.01, 0.05, 0.15], [-0.28, -0.47, -0.40], [-0.01, 0.20, -0.05], [0.12, -0.06, -0.15], [0.19, 0.00, 0.07], [-0.02, -0.03, 0.03], [-0.01, 0.05, 0.00], [-0.02, -0.04, -0.09], [0.09, 0.00, -0.01], [-0.01, -0.03, -0.10], [-0.06, -0.03, -0.09], [0.13, 0.03, 0.14], [0.15, 0.08, -0.12], [-0.01, 0.18, -0.01], [0.18, 0.05, -0.14], [-0.10, -0.20, -0.04], [-0.10, 0.05, 0.14], [-0.10, -0.07, 0.12], [-0.06, 0.04, 0.09], [0.07, 0.03, -0.19], [0.02, 0.06, -0.08], [-0.08, 0.04, 0.05], [0.00, -0.06, -0.13], [-0.04, -0.08, -0.02], [-0.05, -0.02, 0.07], [-0.03, 0.02, 0.11], [0.05, -0.07, -0.07], [-0.11, 0.04, 0.08], [-0.02, 0.05, 0.12]],
  "nbo_charge": [-0.253, -0.487, 0.307, -0.273, -0.156, -0.133, -0.084, -0.337, 0.651, -0.614, -0.639, 0.046, -0.183, 0.229, -0.279, -0.316, 0.107, -0.385, 0.655, -0.642, -0.618, -0.215, -0.463, 0.403, -0.486, 0.075, -0.205, -0.229, -0.212, -0.258, 0.154, -0.549, -0.149, -0.254, 0.177, 0.178, 0.202, 0.213, 0.212, 0.224, 0.210, 0.416, 0.258, 0.232, 0.232, 0.205, 0.408, 0.208, 0.228, 0.223, 0.238, 0.222, 0.213, 0.213, 0.216, 0.423, 0.216, 0.226]
}